(1)
DFT (ωB97M-V with the def2-TZVPD basis set) results for a cluster of 2 separate species, C7H12 in total.

Properties
2S+1 = 1
Gap between HOMO and LUMO (alpha / beta) = 7.7 / 7.7 eV

The geometry in XYZ format:
```
19
Properties=species:S:1:pos:R:3:forces:R:3
C 0.611 0.899 -1.728 -0.04 -0.02 0.02
C 1.097 0.297 -0.414 -0.03 0.00 0.03
C 0.609 1.019 0.867 -0.03 -0.02 -0.04
C -0.001 -0.230 1.491 -0.18 0.18 0.24
C -1.826 -0.445 -0.008 0.31 0.00 0.07
C 0.843 -1.381 1.361 -0.52 0.13 -0.26
C 0.508 -1.055 0.010 0.08 -0.14 -0.33
H -0.465 1.100 -1.709 0.19 -0.04 0.01
H 1.130 1.847 -1.923 -0.09 -0.20 0.06
H 0.819 0.225 -2.571 -0.03 0.13 0.18
H 2.190 0.193 -0.447 -0.25 -0.02 0.03
H 1.394 1.462 1.495 -0.19 -0.15 -0.12
H -0.146 1.776 0.634 0.14 -0.16 0.03
H -0.864 -0.231 2.153 0.19 0.00 -0.11
H -1.874 -0.548 -1.098 0.03 0.02 0.29
H -2.294 0.494 0.312 0.12 -0.25 -0.07
H -2.273 -1.314 0.490 0.11 0.20 -0.10
H 0.462 -2.324 1.758 0.10 0.20 -0.08
H 0.080 -1.786 -0.673 0.11 0.12 0.14
```
Forces are in eV/Å.

(2)
DFT (ωB97M-V with the def2-TZVPD basis set) results for a cluster of 2 separate species, C5H15N2O in total in a non-equilibrium geometry.

Properties
2S+1 = 1
Gap between HOMO and LUMO = 11.1 eV
Total charge = +1

The geometry in XYZ format:
```
23
Properties=species:S:1:pos:R:3:forces:R:3
C 3.630 -0.607 0.970 1.13 0.86 -1.75
C -2.272 -0.314 1.287 1.07 1.66 -2.45
C -3.035 -0.908 -1.079 4.19 -1.15 -2.12
C 2.873 0.396 0.001 -0.18 -1.27 -1.66
C 1.387 0.536 0.311 -2.08 -0.60 0.99
N 0.352 0.284 -0.478 3.78 0.48 1.56
N -2.406 0.069 -0.187 0.47 0.17 1.03
O 2.909 -0.104 -1.352 1.97 0.16 -0.37
H 2.944 -0.813 1.753 -0.11 -0.56 1.08
H 4.006 -1.565 0.448 -1.08 1.58 0.64
H 4.544 -0.077 1.313 -0.68 -0.49 0.23
H -3.128 0.052 1.800 -0.11 0.44 0.88
H -2.139 -1.335 1.360 -0.31 -2.28 0.02
H -1.256 0.052 1.400 -0.29 0.63 1.53
H -2.797 -0.495 -2.152 -0.61 -1.34 1.86
H -2.444 -1.884 -0.823 -1.56 1.48 -1.13
H -4.071 -0.966 -0.927 -1.29 -0.22 0.40
H 3.268 1.429 -0.023 0.08 -0.39 0.51
H 1.231 0.794 1.435 -0.13 -0.08 -2.00
H 0.819 -0.056 -1.342 -0.61 0.31 0.04
H -1.444 0.476 -0.432 -0.21 -1.52 -0.42
H -2.971 0.858 -0.285 -1.32 1.92 0.42
H 3.872 -0.168 -1.660 -2.12 0.17 0.70
```
Forces are in eV/Å.

(3)
DFT (ωB97M-V with the def2-TZVPD basis set) results for a structure of composition C29H35Cl2N2O3RuS in a non-equilibrium geometry.

Properties
2S+1 = 6
Gap between HOMO and LUMO (alpha / beta) = 7.3 / 6.7 eV

The geometry in XYZ format:
```
73
Properties=species:S:1:pos:R:3:forces:R:3
Ru 0.663 0.619 0.182 -0.16 0.60 0.24
C 3.004 -1.787 0.268 -0.05 0.10 -0.01
C 1.832 -1.446 1.155 0.21 -0.03 0.14
C 0.695 -2.251 1.198 -0.02 0.07 0.04
C -0.333 -2.014 2.111 0.04 0.02 0.13
C -1.598 -2.824 2.081 0.09 0.00 0.00
C -0.162 -1.023 3.074 0.04 -0.10 -0.02
C 0.958 -0.205 3.074 0.04 0.02 0.04
C 1.117 0.859 4.120 -0.05 0.07 -0.12
C 1.917 -0.368 2.061 0.04 -0.33 0.30
H 3.852 -2.103 0.879 -0.01 -0.04 -0.01
H 3.323 -0.923 -0.318 0.01 -0.03 -0.02
H 2.751 -2.600 -0.412 0.01 0.01 -0.03
H 0.620 -3.098 0.526 -0.05 0.07 -0.13
H -1.619 -3.540 2.906 -0.03 -0.01 -0.01
H -1.690 -3.373 1.145 -0.02 -0.02 0.02
H -2.463 -2.169 2.185 -0.03 -0.04 0.00
H -0.925 -0.883 3.831 -0.01 0.04 -0.02
H 0.719 0.517 5.075 0.02 0.02 0.02
H 0.558 1.752 3.826 0.01 0.00 -0.01
H 2.162 1.137 4.250 0.00 0.01 0.02
H 2.836 0.208 2.105 -0.02 0.09 -0.08
O 2.421 1.091 -1.566 -0.07 -0.06 0.16
C 1.563 1.686 -2.255 0.10 -0.12 -0.03
N 0.275 1.652 -1.932 -0.03 0.31 0.12
S -0.658 2.521 -2.964 -0.11 -0.08 -0.11
O -1.254 3.645 -2.301 0.11 0.00 -0.03
O -1.523 1.634 -3.695 0.06 0.01 -0.02
C 0.702 3.025 -4.013 0.04 -0.25 0.31
C 0.720 3.776 -5.168 -0.15 0.07 -0.04
C 1.945 3.945 -5.806 -0.03 -0.02 0.03
C 3.105 3.375 -5.291 0.02 0.00 -0.01
C 3.072 2.627 -4.122 -0.01 -0.01 0.08
C 1.853 2.459 -3.490 0.13 0.11 -0.23
H -0.187 4.213 -5.563 0.02 0.00 -0.02
H 1.994 4.524 -6.719 0.00 0.01 0.01
H 4.043 3.513 -5.813 0.00 0.02 0.01
H 3.964 2.181 -3.702 0.00 0.00 -0.02
C -3.114 1.660 2.916 -0.07 0.10 -0.14
C -3.313 2.407 1.588 0.18 -0.12 0.04
C -3.389 1.418 0.418 -0.02 0.20 0.10
C -2.257 3.480 1.398 0.35 -0.31 0.05
C -2.634 4.799 1.483 -0.05 0.11 -0.08
C -1.725 5.840 1.312 0.02 -0.02 0.01
C -0.405 5.559 0.985 -0.04 0.23 0.03
C 0.049 4.266 0.867 -0.22 -0.61 -0.08
C 1.475 3.995 0.446 0.02 0.23 0.06
C 1.833 4.792 -0.812 -0.04 -0.09 0.04
C 2.462 4.269 1.584 -0.04 -0.13 -0.10
C -0.856 3.161 1.150 -0.22 1.11 0.44
N -0.396 1.939 1.271 0.01 -0.98 -1.00
H -3.913 0.929 3.062 0.02 -0.01 0.02
H -3.121 2.355 3.758 0.01 -0.03 0.02
H -2.156 1.141 2.897 0.02 -0.04 0.05
H -4.273 2.929 1.631 0.02 0.04 0.05
H -2.537 0.747 0.459 0.16 -0.14 -0.08
H -3.374 1.939 -0.540 -0.01 -0.04 -0.02
H -4.301 0.820 0.482 0.01 0.03 0.00
H -3.674 5.034 1.683 0.01 -0.02 0.00
H -2.052 6.867 1.416 -0.01 0.00 -0.03
H 0.277 6.385 0.819 0.01 -0.04 -0.03
H 1.558 2.933 0.203 0.00 0.02 -0.03
H 1.965 5.851 -0.578 0.02 0.01 -0.03
H 1.036 4.706 -1.551 0.04 0.04 -0.02
H 2.763 4.424 -1.251 0.03 0.02 0.04
H 2.404 5.311 1.904 0.00 0.01 0.02
H 3.483 4.066 1.254 0.01 0.01 0.04
H 2.239 3.630 2.440 0.03 0.04 0.05
Cl -0.948 -1.055 -1.294 -0.41 -0.20 -0.02
C 0.230 -1.479 -2.551 0.05 -0.07 -0.09
Cl 0.499 -3.227 -2.628 0.01 0.02 0.03
H 1.173 -0.996 -2.314 -0.03 0.03 -0.01
H -0.175 -1.149 -3.500 0.00 0.07 0.01
```
Forces are in eV/Å.

(4)
DFT (ωB97M-V with the def2-TZVPD basis set) results for a cluster of 10 separate species, C31H84F2N6O13S2 in total in a non-equilibrium geometry.

Properties
2S+1 = 1
Gap between HOMO and LUMO = 6.8 eV

The geometry in XYZ format:
```
138
Properties=species:S:1:pos:R:3:forces:R:3
O -0.405 0.538 4.131 -0.44 -0.71 0.37
H -0.400 0.958 3.268 -0.17 0.96 -1.46
H -0.126 1.111 4.849 0.27 1.06 0.63
H 0.207 -0.200 4.091 0.65 -1.25 -0.13
N -0.292 1.728 0.704 4.71 2.27 -0.04
S -1.181 1.363 -0.456 -8.06 -2.51 -3.19
O -0.655 0.360 -1.338 0.57 0.74 -0.29
O -2.142 2.324 -1.013 2.34 -1.06 1.17
F -2.187 0.437 0.436 0.00 0.26 0.31
S 1.065 2.148 -0.330 2.10 1.56 -0.23
O 0.811 3.059 -1.454 -0.22 -1.82 2.25
O 2.036 1.102 -0.529 -1.21 0.70 0.62
F 1.739 3.104 0.756 -0.17 -0.23 0.07
C 6.475 3.122 1.841 -0.16 -0.81 0.53
C 7.474 2.783 2.950 0.09 -1.31 -0.51
O 8.426 3.785 2.998 0.79 1.83 0.13
H 5.809 2.294 1.599 -0.05 -0.29 0.42
H 6.954 3.307 0.880 0.18 0.62 0.31
H 5.830 3.914 2.221 0.19 0.35 -0.52
H 8.047 1.869 2.791 -0.45 -0.57 -0.54
H 7.004 2.618 3.919 -0.47 0.29 0.15
H 9.220 3.505 3.459 -0.14 -0.11 0.05
C 3.420 4.439 5.990 0.10 0.71 0.73
C 1.949 4.229 5.768 0.50 0.97 -0.79
O 1.628 2.978 6.329 -1.13 -0.93 -0.40
H 3.535 4.620 7.059 0.42 -0.21 0.17
H 3.822 5.332 5.511 -0.02 -0.14 -0.29
H 3.960 3.535 5.707 0.09 0.20 -0.07
H 1.756 4.296 4.698 -0.25 -0.93 -0.16
H 1.323 5.045 6.128 0.05 -0.02 0.59
H 1.504 3.066 7.277 0.06 0.14 0.04
C -0.774 6.896 0.808 -0.49 0.00 0.27
C -0.781 6.609 2.316 0.70 -0.42 -0.70
O -1.312 5.346 2.731 -0.29 0.27 0.08
H 0.030 6.437 0.233 0.01 -0.35 0.29
H -0.638 7.970 0.684 -0.14 0.09 -0.07
H -1.727 6.600 0.368 -0.02 0.11 -0.10
H -1.357 7.376 2.834 0.02 -0.18 0.06
H 0.266 6.656 2.617 0.10 0.25 0.46
H -0.969 4.628 2.194 0.15 0.12 -0.35
C 3.841 -1.657 3.769 0.10 0.31 -0.58
C 3.364 -3.082 4.082 0.19 0.98 -0.42
C 3.750 -3.341 5.536 -0.02 -0.37 0.47
C 3.141 -4.600 6.162 0.21 1.44 -0.05
C 1.615 -4.493 6.145 0.99 0.52 -0.27
C 1.056 -4.116 4.753 -0.80 -1.75 -0.87
N 1.894 -3.101 4.010 -0.68 0.49 1.89
O 1.376 -2.627 2.774 -0.03 -0.70 0.94
C 0.953 -5.490 4.016 -0.41 -0.24 -0.21
C -0.426 -3.664 4.980 1.19 0.79 -0.76
C 4.065 -4.045 3.120 -1.13 -1.32 -0.15
H 3.557 -0.964 4.561 0.21 0.00 0.13
H 3.483 -1.227 2.834 -0.49 -0.38 -0.08
H 4.916 -1.661 3.590 0.19 0.02 0.58
H 4.836 -3.381 5.619 0.11 -0.01 -0.17
H 3.444 -2.497 6.153 -0.14 0.23 -0.12
H 3.424 -4.575 7.214 0.34 -0.51 -0.02
H 3.592 -5.444 5.639 -0.49 -0.43 0.26
H 1.262 -3.740 6.851 0.40 0.29 0.17
H 1.264 -5.434 6.567 -0.66 -0.06 -0.62
H 0.356 -6.168 4.626 0.03 0.03 0.25
H 0.388 -5.493 3.084 0.17 0.47 -0.32
H 1.893 -6.014 3.840 0.13 0.28 0.07
H -0.438 -2.731 5.544 0.02 -0.02 0.41
H -0.899 -3.405 4.032 -0.13 -0.38 -0.10
H -0.983 -4.438 5.508 0.06 0.11 -0.09
H 3.589 -5.014 3.272 0.46 -0.41 0.35
H 5.143 -4.156 3.231 -0.11 0.27 0.13
H 3.814 -3.925 2.066 0.21 0.84 -0.10
H 1.415 -3.391 2.194 -0.10 -0.19 -0.61
C -4.099 -2.552 -4.377 0.61 -1.10 1.12
C -5.547 -2.921 -3.975 1.15 0.65 -1.28
C -5.708 -3.045 -2.472 -0.29 -0.54 -0.17
O -4.854 -4.064 -1.969 0.62 0.27 -0.15
C -4.959 -4.262 -0.583 -0.82 0.00 0.17
N -6.395 -1.873 -4.542 -0.60 0.35 0.16
H -3.429 -3.279 -3.917 0.27 -0.01 0.07
H -3.815 -1.579 -3.976 -0.16 0.13 0.08
H -3.834 -2.560 -5.434 -0.64 -0.02 -0.18
H -5.850 -3.844 -4.470 0.13 -0.23 0.18
H -6.723 -3.359 -2.229 -0.38 0.26 -0.08
H -5.536 -2.062 -2.035 0.29 0.11 0.39
H -6.003 -4.411 -0.308 -0.38 -0.16 0.01
H -4.650 -3.410 0.023 0.47 0.22 -0.14
H -4.437 -5.167 -0.272 0.27 0.15 -0.31
H -6.148 -0.992 -4.113 -0.20 0.33 0.76
H -5.993 -1.674 -5.447 -0.32 -0.37 -0.62
C -8.267 2.146 -1.819 -0.19 0.49 0.07
C -7.889 2.996 -3.039 0.24 0.32 1.01
C -8.009 4.490 -2.739 -0.25 -0.29 -0.77
O -7.645 5.167 -3.961 -0.73 -0.09 0.10
C -7.773 6.587 -3.923 0.76 -0.69 0.56
N -6.524 2.768 -3.417 0.81 -0.46 -0.89
H -9.357 2.149 -1.808 -0.01 -0.60 0.40
H -7.918 2.533 -0.862 -0.03 0.79 -0.01
H -7.801 1.163 -1.762 -0.44 -0.24 -0.88
H -8.557 2.783 -3.874 0.11 -0.26 -0.09
H -7.300 4.665 -1.930 0.11 0.57 0.13
H -9.022 4.719 -2.408 -0.18 0.47 -0.06
H -6.952 6.905 -3.280 -0.38 0.67 0.52
H -8.771 6.869 -3.589 0.10 0.24 0.22
H -7.557 7.067 -4.878 -0.22 -0.61 -0.31
H -5.912 3.102 -2.686 0.15 -0.27 0.55
H -6.333 3.444 -4.142 0.18 -0.12 -0.55
C -0.340 -7.120 -2.251 -0.11 1.42 -0.02
C 0.703 -6.383 -3.148 -0.74 0.27 1.16
C 1.231 -5.025 -2.636 -0.86 -0.10 -0.55
O 2.144 -4.477 -3.601 -0.19 -0.06 0.59
C 2.791 -3.306 -3.112 -0.73 0.27 0.18
N 1.807 -7.288 -3.245 1.27 -0.60 -1.08
H -1.224 -6.519 -2.039 -0.18 0.21 -0.25
H 0.064 -7.328 -1.260 0.32 -0.37 -0.13
H -0.675 -8.025 -2.759 0.28 -0.02 0.17
H 0.237 -6.210 -4.118 0.13 -0.07 -0.14
H 1.699 -5.162 -1.661 0.43 -0.12 0.19
H 0.386 -4.360 -2.458 -0.07 0.43 -0.16
H 3.464 -3.531 -2.285 0.28 -0.14 -0.05
H 2.061 -2.593 -2.730 -0.30 0.02 0.19
H 3.293 -2.745 -3.900 0.20 -0.62 -0.20
H 2.535 -6.949 -2.632 0.13 -0.21 0.49
H 2.244 -7.126 -4.140 0.12 -0.27 -0.37
C 4.509 4.455 -4.681 -0.40 -1.65 -0.49
C 3.442 3.853 -5.622 -0.63 -0.10 0.48
C 3.102 2.315 -5.528 0.20 -0.30 -0.06
O 1.918 1.871 -6.362 2.50 1.81 0.24
C 1.501 0.559 -6.082 -0.08 0.52 0.58
N 2.185 4.517 -5.437 -0.82 0.64 -0.93
H 4.562 5.542 -4.745 -0.11 -0.17 -0.38
H 5.424 3.976 -5.029 0.51 0.34 0.60
H 4.281 4.198 -3.647 0.20 -0.12 0.10
H 3.760 4.106 -6.633 0.03 -0.28 -0.23
H 2.864 2.059 -4.496 -0.21 0.18 0.25
H 4.022 1.772 -5.744 -0.15 -0.60 -0.59
H 1.139 0.578 -5.054 -0.01 -0.63 0.24
H 2.308 -0.161 -6.223 0.01 -0.18 0.06
H 0.659 0.322 -6.732 0.15 0.06 -0.10
H 1.665 3.922 -6.066 -1.39 0.61 -0.08
H 1.779 4.350 -4.527 0.16 -0.14 0.38
```
Forces are in eV/Å.